# 1
ORCA calculation (ωB97M-V with the def2-TZVPD basis set) on 2 unconnected molecules or ions with the total composition C4H10O in a non-equilibrium geometry.

Geometry as XYZ:
```
15
Properties=species:S:1:pos:R:3:nbo_charge:R:1
C -1.79 0.20 0.86 -0.74
C -1.04 -0.42 -0.29 -0.50
C 0.34 -0.07 0.03 0.13
O 1.34 -0.71 -0.58 -0.49
C 2.60 -0.07 -0.55 -0.25
H -1.85 1.29 0.89 0.24
H -2.87 0.46 -0.39 0.00
H -2.60 -0.35 1.34 0.25
H -1.44 -0.03 -1.28 0.22
H -1.21 -1.50 -0.31 0.23
H -0.82 0.00 1.60 0.21
H 0.55 0.96 0.33 0.15
H 3.30 -0.72 -1.09 0.20
H 2.55 0.90 -1.05 0.18
H 2.95 0.06 0.48 0.18
```

Results
gap between HOMO and LUMO (spin up / spin down): 7.36 / 8.88 eV
ΔE to the lowest compared entry with this formula, charge and spin: 6.452 eV
LUMO level (spin up / spin down): 0.328 / 1.012 eV
multiplicity: 1
F_max: 2.587 eV/Å

# 2
ORCA calculation (ωB97M-V with the def2-TZVPD basis set) on a molecular structure, C3H2FO2Tl in a non-equilibrium geometry.

Geometry as XYZ:
```
9
Properties=species:S:1:pos:R:3:nbo_charge:R:1
C 0.47 -1.23 1.18 0.10
O 0.53 -0.45 -1.06 -0.57
C -0.44 0.56 -0.72 0.34
C 0.86 -1.34 -0.09 0.06
O -0.38 1.49 -1.51 -0.73
Tl -2.27 2.16 -0.27 -0.19
H 0.12 -0.34 1.69 0.19
H 1.35 -2.25 -0.44 0.18
F 0.73 -2.27 2.04 -0.38
```

Results
net charge: -1
gap between HOMO and LUMO (spin up / spin down): 3.78 / 7.62 eV
ΔE to the lowest compared entry with this formula, charge and spin: 0.000 eV
expectation value of S²: 0.753
LUMO level (spin up / spin down): 3.231 / 3.245 eV
multiplicity: 2
F_max: 1.499 eV/Å

# 3
ORCA calculation (ωB97M-V with the def2-TZVPD basis set) on 9 unconnected molecules or ions with the total composition C55H55F8NO2 in a non-equilibrium geometry.

Geometry as XYZ:
```
121
Properties=species:S:1:pos:R:3:mulliken_charge:R:1
N 7.72 4.72 0.58 -0.70
C 6.67 5.43 1.38 -0.26
C 5.37 5.56 0.48 -0.19
C 4.18 6.36 1.20 -0.11
C 2.94 6.30 0.18 -0.52
C 1.88 7.46 0.40 -0.70
C 0.52 7.01 1.11 -0.56
O 0.51 5.65 1.59 -0.21
C -0.69 5.02 1.25 0.28
O -1.79 5.49 1.59 -0.51
H 7.31 3.80 0.34 0.24
H 7.81 5.19 -0.33 0.32
H 7.06 6.44 1.75 0.30
H 6.46 4.83 2.34 0.07
H 4.94 4.54 0.22 0.03
H 5.57 6.06 -0.52 0.22
H 3.91 5.82 2.15 -0.38
H 4.47 7.44 1.38 0.50
H 2.52 5.26 0.16 0.25
H 3.39 6.48 -0.85 0.41
H 1.60 7.86 -0.62 0.34
H 2.35 8.32 0.95 0.35
H -0.34 7.26 0.42 0.37
H 0.38 7.69 2.01 0.21
H -0.68 4.03 0.70 0.28
F -3.02 1.30 -2.32 -0.32
C -3.30 1.18 -1.01 0.33
C -3.67 -0.05 -0.51 -0.64
C -3.95 -0.18 0.85 0.04
C -3.87 0.94 1.68 -0.41
C -3.50 2.18 1.16 -0.53
C -3.21 2.30 -0.20 -0.62
H -3.73 -0.91 -1.17 0.47
H -4.24 -1.14 1.25 0.36
H -4.10 0.84 2.73 0.32
H -3.44 3.05 1.80 0.47
H -2.91 3.25 -0.62 0.55
F 8.26 6.60 -1.63 -0.27
C 9.42 7.09 -2.12 0.37
C 10.06 8.12 -1.44 -0.32
C 11.25 8.62 -1.93 -0.41
C 11.79 8.09 -3.11 -0.52
C 11.14 7.07 -3.78 -0.39
C 9.94 6.56 -3.28 -0.38
H 9.62 8.51 -0.53 0.40
H 11.77 9.41 -1.41 0.35
H 12.72 8.49 -3.49 0.36
H 11.55 6.67 -4.70 0.35
H 9.42 5.76 -3.79 0.40
F -4.45 -2.81 2.41 -0.08
C -4.73 -2.94 3.72 0.40
C -5.10 -4.17 4.22 -0.48
C -5.39 -4.30 5.57 -0.52
C -5.31 -3.19 6.41 -0.48
C -4.94 -1.95 5.89 -0.51
C -4.64 -1.83 4.54 -0.03
H -5.17 -5.02 3.55 0.41
H -5.67 -5.26 5.98 0.37
H -5.54 -3.29 7.46 0.37
H -4.88 -1.09 6.54 0.37
H -4.34 -0.87 4.12 0.19
F 4.91 4.38 3.79 -0.11
C 4.42 4.74 4.99 0.42
C 4.99 4.21 6.14 -0.50
C 4.49 4.57 7.38 -0.40
C 3.42 5.46 7.47 -0.50
C 2.86 5.98 6.31 -0.58
C 3.36 5.63 5.06 -0.15
H 5.82 3.51 6.05 0.41
H 4.93 4.17 8.29 0.36
H 3.03 5.74 8.44 0.36
H 2.02 6.67 6.37 0.37
H 2.94 6.03 4.15 0.36
F 0.84 -4.31 1.27 -0.32
C -0.30 -4.76 0.71 0.18
C -0.23 -5.64 -0.36 -0.56
C -1.40 -6.11 -0.94 -0.28
C -2.63 -5.68 -0.45 -0.50
C -2.69 -4.79 0.62 -0.24
C -1.52 -4.33 1.21 -0.39
H 0.74 -5.96 -0.73 0.44
H -1.36 -6.80 -1.76 0.55
H -3.55 -6.04 -0.90 0.23
H -3.65 -4.45 0.99 0.43
H -1.54 -3.65 2.04 0.46
F -2.53 -7.44 -3.21 -0.21
C -3.67 -7.89 -3.78 0.45
C -3.59 -8.77 -4.85 -0.49
C -4.76 -9.24 -5.43 -0.56
C -5.99 -8.81 -4.95 -0.32
C -6.06 -7.92 -3.88 -0.62
C -4.89 -7.46 -3.29 -0.13
H -2.62 -9.08 -5.21 0.41
H -4.71 -9.93 -6.26 0.36
H -6.90 -9.18 -5.41 0.37
H -7.02 -7.59 -3.51 0.38
H -4.92 -6.78 -2.45 0.31
F 6.12 1.47 0.48 -0.32
C 4.99 1.04 -0.09 0.25
C 5.06 0.14 -1.15 -0.44
C 3.89 -0.31 -1.74 -0.37
C 2.66 0.14 -1.28 -0.59
C 2.60 1.04 -0.22 -0.56
C 3.77 1.49 0.38 -0.19
H 6.03 -0.19 -1.50 0.42
H 3.94 -1.02 -2.56 0.36
H 1.74 -0.21 -1.75 0.41
H 1.64 1.40 0.13 0.47
H 3.74 2.19 1.21 0.54
F -8.79 -10.79 -3.74 -0.33
C -9.66 -10.51 -4.72 0.19
C -10.37 -9.32 -4.69 -0.22
C -11.27 -9.03 -5.71 -0.37
C -11.45 -9.94 -6.75 -0.43
C -10.74 -11.13 -6.77 -0.37
C -9.83 -11.42 -5.75 -0.38
H -10.22 -8.63 -3.87 0.41
H -11.82 -8.10 -5.69 0.36
H -12.16 -9.72 -7.54 0.37
H -10.89 -11.84 -7.57 0.36
H -9.26 -12.34 -5.76 0.42
```

Results
gap between HOMO and LUMO: 9.19 eV
ΔE to the lowest compared entry with this formula, charge and spin: 1.866 eV
LUMO level: 0.647 eV
multiplicity: 1
F_max: 3.672 eV/Å
SMILES string: NCCCCCCOC=O.Fc1ccccc1.Fc1ccccc1.Fc1ccccc1.Fc1ccccc1.Fc1ccccc1.Fc1ccccc1.Fc1ccccc1.Fc1ccccc1

# 4
ORCA calculation (ωB97M-V with the def2-TZVPD basis set) on a molecular structure, C33H36N6OPdS.

Geometry as XYZ:
```
78
Properties=species:S:1:pos:R:3:nbo_charge:R:1
Pd 1.07 -1.30 -0.15 0.94
O 3.08 -1.82 -0.88 -0.42
N 3.03 -2.19 -2.11 0.02
C 4.23 -2.12 -2.87 -0.10
C 4.29 -2.73 -4.05 -0.19
C 3.17 -3.49 -4.59 -0.28
C 2.02 -3.59 -3.84 -0.24
C 1.88 -2.97 -2.60 -0.11
S 0.51 -3.10 -1.60 -0.03
H 5.02 -1.55 -2.41 0.23
H 5.22 -2.65 -4.61 0.23
H 3.25 -3.97 -5.55 0.22
H 1.17 -4.15 -4.20 0.23
C -4.02 1.53 3.98 -0.64
C -2.79 1.35 4.83 -0.05
C -2.80 1.63 6.20 -0.17
C -1.67 1.45 6.99 -0.20
C -0.49 1.02 6.41 -0.20
C -0.45 0.75 5.05 -0.27
C -1.59 0.90 4.27 0.19
N -1.59 0.64 2.87 -0.63
C -0.77 -0.22 2.20 0.63
N -0.44 -1.34 2.97 -0.54
C 0.41 -2.37 2.76 0.31
C 1.32 -2.40 1.65 -0.20
C 2.25 -3.45 1.63 -0.27
C 2.19 -4.46 2.55 -0.09
C 1.24 -4.44 3.62 -0.18
C 0.36 -3.41 3.76 -0.06
C -0.60 -3.35 4.92 -0.66
N -0.45 -0.10 0.97 -0.59
C -0.81 1.12 0.29 0.18
C -0.21 2.32 0.64 -0.25
C -0.51 3.48 -0.06 -0.21
C -1.41 3.43 -1.11 -0.21
C -2.00 2.23 -1.46 -0.20
C -1.72 1.05 -0.77 -0.05
C -2.34 -0.26 -1.16 -0.64
H -4.88 1.78 4.60 0.24
H -4.25 0.63 3.42 0.23
H -3.89 2.35 3.26 0.22
H -3.72 1.98 6.65 0.22
H -1.72 1.67 8.05 0.23
H 0.40 0.90 7.01 0.23
H 0.49 0.46 4.59 0.22
H -2.06 1.31 2.28 0.43
H -0.96 -1.38 3.83 0.44
H 2.97 -3.49 0.83 0.24
H 2.85 -5.31 2.46 0.23
H 1.23 -5.24 4.34 0.23
H -0.46 -4.20 5.57 0.25
H -1.64 -3.35 4.59 0.23
H -0.44 -2.45 5.53 0.23
H 0.51 2.33 1.45 0.22
H -0.03 4.41 0.21 0.23
H -1.65 4.34 -1.66 0.22
H -2.72 2.19 -2.28 0.22
H -3.00 -0.13 -2.02 0.22
H -2.93 -0.69 -0.35 0.22
H -1.58 -1.00 -1.42 0.24
N 1.23 0.22 -1.84 -0.54
C 1.05 0.77 -2.83 0.57
N 0.86 1.41 -3.96 -0.47
C -0.31 1.12 -4.81 -0.20
C -0.98 2.42 -5.21 -0.41
C 0.02 3.39 -5.83 -0.40
C 1.20 3.63 -4.89 -0.41
C 1.87 2.32 -4.52 -0.20
H -0.98 0.46 -4.26 0.22
H 0.04 0.58 -5.70 0.20
H -1.43 2.88 -4.32 0.20
H -1.79 2.20 -5.90 0.23
H -0.47 4.33 -6.07 0.22
H 0.39 2.97 -6.78 0.20
H 0.85 4.12 -3.97 0.21
H 1.94 4.29 -5.35 0.23
H 2.66 2.45 -3.79 0.22
H 2.29 1.85 -5.41 0.20
```

Results
net charge: +1
gap between HOMO and LUMO (spin up / spin down): 5.47 / 4.84 eV
ΔE to the lowest compared entry with this formula, charge and spin: 0.000 eV
expectation value of S²: 8.806
LUMO level (spin up / spin down): -2.029 / -5.402 eV
multiplicity: 6
F_max: 0.804 eV/Å

# 5
ORCA calculation (ωB97M-V with the def2-TZVPD basis set) on 2 unconnected molecules or ions with the total composition CH2BNO2 in a non-equilibrium geometry.

Geometry as XYZ:
```
7
Properties=species:S:1:pos:R:3:nbo_charge:R:1
B 0.00 -0.04 -0.14 1.38
C 1.89 1.21 1.29 -0.14
N 2.59 1.61 2.11 -0.53
O -1.19 0.27 0.36 -0.92
O 0.27 -0.95 -1.04 -0.93
H -1.25 0.68 1.28 0.56
H 0.94 -1.22 -1.68 0.57
```

Results
gap between HOMO and LUMO: 9.61 eV
ΔE to the lowest compared entry with this formula, charge and spin: 3.099 eV
LUMO level: -0.760 eV
multiplicity: 1
F_max: 3.264 eV/Å